C34H50N6O6PSSiV as an isolated structure. Source: the OMol25 dataset; level of theory: ωB97M-V/def2-TZVPD.

Its energy above the lowest of the compared OMol25 structures with the same formula, charge and spin is 0.648 eV. As for the net charge: +3. As for the expectation value of S²: 0.771. As for the multiplicity: 2. For the frontier orbital gap (spin up / spin down), the calculation gives 0.2227 / 0.2422 hartree. As for the maximum force: 3.8 eV/A.

```
100
Properties=species:S:1:pos:R:3:mulliken_spin:R:1
V 0.5343 0.3998 0.6517 1.08
C -2.6800 -1.2480 0.0402 0.00
C -1.6090 -1.8903 0.8658 0.02
C -1.7246 -3.1433 1.4335 -0.01
C -0.6751 -3.6522 2.2086 0.00
C 0.4856 -2.9314 2.4100 -0.01
C 0.5600 -1.6651 1.8249 0.07
N -0.4849 -1.1892 1.0932 -0.03
N 1.5259 -0.7237 1.8143 -0.10
Si 3.0562 -0.6039 2.7346 0.00
C 4.0817 -2.1632 2.4764 0.00
C 2.5509 -0.2709 4.5168 0.00
C 3.7801 0.9213 1.8619 0.02
H -3.5506 -1.0173 0.6560 0.00
H -3.0171 -1.9241 -0.7449 0.00
H -2.3097 -0.3178 -0.3943 0.01
H -2.6202 -3.7283 1.2809 0.00
H -0.7823 -4.6301 2.6594 0.00
H 1.3040 -3.3146 3.0021 0.00
H 3.5353 -2.9561 1.9635 0.00
H 4.4118 -2.5591 3.4381 0.00
H 4.9833 -1.9493 1.9009 0.00
H 3.4322 -0.2464 5.1603 0.00
H 1.8894 -1.0506 4.9004 0.00
H 2.0438 0.6907 4.6145 0.00
H 3.2278 1.1412 0.9385 0.00
H 4.8268 0.7741 1.5948 0.00
H 3.7470 1.8051 2.5009 0.00
C -1.8406 1.1610 -8.1654 0.00
O -1.0686 0.6800 -7.0543 0.00
C 0.2525 0.9036 -7.0192 0.00
C 0.9926 1.5235 -8.0193 0.00
C 2.3510 1.7101 -7.8522 0.00
C 2.9920 1.2998 -6.6821 0.00
C 2.2772 0.6811 -5.6845 0.00
C 0.9008 0.4767 -5.8370 0.00
N 0.0247 -0.0212 -4.8577 0.00
C 0.1696 -0.5067 -3.6654 0.00
C 1.3760 -1.0550 -3.0737 0.00
C 2.1753 -1.8997 -3.8580 0.00
C 3.2631 -2.5634 -3.3318 -0.01
C 3.6057 -2.3633 -2.0004 0.00
C 2.8307 -1.5439 -1.2032 -0.01
C 1.6958 -0.9021 -1.7060 0.00
O 0.9740 -0.1493 -0.8332 -0.01
H -1.5459 0.6605 -9.0872 0.00
H -1.7343 2.2402 -8.2763 0.00
H -2.8705 0.9151 -7.9299 0.00
H 0.5077 1.8549 -8.9260 0.00
H 2.9283 2.1720 -8.6413 0.00
H 4.0508 1.4756 -6.5597 0.00
H 2.7779 0.3629 -4.7843 0.00
H -0.9389 0.0942 -5.1859 0.00
H -0.7437 -0.6028 -3.0870 0.00
H 1.8904 -2.0743 -4.8876 0.00
H 3.8335 -3.2444 -3.9475 0.00
H 4.4707 -2.8589 -1.5811 0.00
H 3.0851 -1.3752 -0.1660 0.00
C -0.7983 2.3862 -2.0216 0.01
P 0.0242 2.6326 -0.4070 0.00
C -1.0977 3.8227 0.3726 0.00
C 1.4673 3.6494 -0.8874 0.00
H -1.0402 3.3567 -2.4538 0.00
H -1.7230 1.8226 -1.8885 0.00
H -0.1301 1.8504 -2.6922 0.00
H -1.2304 4.6595 -0.3145 0.00
H -0.7175 4.1925 1.3219 0.00
H -2.0545 3.3365 0.5660 0.00
H 1.1348 4.4079 -1.5970 0.00
H 2.2437 3.0442 -1.3572 0.00
H 1.8871 4.1584 -0.0188 0.00
C -4.3852 5.8996 5.2852 0.00
C -4.7137 4.6521 4.4787 0.00
S -3.2105 3.7816 4.0313 0.00
O -3.4961 2.7992 2.9984 0.00
O -2.1566 4.7129 3.7005 0.00
C -2.7480 2.8638 5.5435 0.00
C -1.2604 2.4289 5.6513 0.00
N -0.5215 2.1939 4.3940 0.00
C -0.7543 1.1944 3.5166 0.01
N 0.0084 1.3374 2.4276 -0.03
C 0.7574 2.4668 2.6280 0.02
C 0.4342 3.0132 3.8225 0.00
N 0.9578 4.2687 4.3136 0.00
O 1.6333 4.8755 3.5098 0.00
O 0.7086 4.6019 5.4500 0.00
C -1.7130 0.0993 3.8087 -0.01
H -5.2835 6.4997 5.4146 0.00
H -3.6460 6.4972 4.7553 0.00
H -3.9936 5.6592 6.2731 0.00
H -5.2060 4.8944 3.5367 0.00
H -5.3220 3.9257 5.0195 0.00
H -3.4282 2.0143 5.5705 0.00
H -2.9780 3.5430 6.3633 0.00
H -1.1942 1.5030 6.2214 0.00
H -0.7176 3.1938 6.1904 0.00
H 1.5004 2.8305 1.9376 -0.02
H -1.7669 -0.0840 4.8806 0.00
H -1.4255 -0.8236 3.3175 0.00
H -2.7063 0.3882 3.4644 0.00
```